No. 1
Entry from the OMol25 dataset: the ion C9H17BNO4 with charge -1 in a non-equilibrium geometry (ωB97M-V/def2-TZVPD).

Calculated values
E_HOMO in Eh: -0.18659
E_LUMO in Ha: 0.0879
Total charge: -1
M in g mol⁻¹: 214.05
Gap between HOMO and LUMO in eV: 7.47

XYZ file:
```
32
Properties=species:S:1:pos:R:3:forces:R:3
C 2.141 -1.884 1.034 0.1 0.0 0.1
C 3.089 -1.504 0.156 0.1 -0.1 -0.1
C 3.116 -0.236 -0.626 0.8 0.5 0.8
O 4.104 0.421 -0.867 0.0 0.1 0.0
O 1.904 0.035 -1.133 -0.2 0.0 0.9
C 1.553 1.435 -1.241 -0.1 0.0 -0.3
C 0.036 1.556 -1.207 0.0 0.5 -0.2
C -0.498 2.039 0.146 0.5 0.1 0.0
C -0.178 1.109 1.317 0.0 -0.3 -0.3
C -1.047 -0.163 1.462 -0.1 0.4 0.4
C -2.498 -0.094 0.946 0.1 -0.7 0.0
B -2.778 -0.746 -0.527 -0.3 0.6 0.1
O -2.087 -2.127 -0.580 -0.1 0.0 -0.2
N -1.415 -2.369 -1.683 -0.3 -0.1 -0.1
O -1.268 -3.546 -1.892 0.3 0.0 0.1
H 1.636 -2.843 0.939 1.2 -0.7 0.9
H 1.850 -1.278 1.886 -1.2 0.8 -1.0
H 3.926 -2.170 -0.047 -0.7 -0.6 -1.1
H 1.988 1.977 -0.398 0.2 -0.1 0.0
H 1.982 1.839 -2.158 0.0 -0.1 0.0
H -0.438 0.633 -1.537 0.0 -0.1 0.1
H -0.228 2.330 -1.934 -0.1 -0.1 -0.1
H 0.010 2.994 0.346 -0.1 0.1 0.0
H -1.558 2.274 0.065 -0.1 -0.2 0.0
H 0.857 0.780 1.165 0.1 0.1 0.2
H -0.168 1.674 2.253 -0.2 0.1 0.0
H -1.093 -0.369 2.538 0.2 -0.1 0.0
H -0.515 -1.011 1.025 -0.2 0.0 -0.2
H -3.097 -0.690 1.647 0.0 0.1 0.0
H -2.906 0.920 1.010 0.0 0.0 0.0
H -2.436 -0.036 -1.460 0.2 -0.2 0.0
H -3.986 -0.952 -0.645 0.1 -0.1 0.0
```
Forces are in eV/Å.

=====

No. 2
Entry from the OMol25 dataset: a structure of composition C9H17Br6N3O8 in a non-equilibrium geometry (ωB97M-V/def2-TZVPD).

Calculated values
E_HOMO in Eh: -0.38270
E_LUMO in Ha: -0.0140
Total charge: 0
M in g mol⁻¹: 774.67
Gap between HOMO and LUMO in eV: 10.03

XYZ file:
```
43
Properties=species:S:1:pos:R:3:forces:R:3
C 4.360 -4.605 0.319 -0.3 -1.5 0.3
Br 2.490 -4.245 0.244 -0.3 0.6 0.1
Br 4.776 -5.779 -1.164 0.3 0.3 0.1
Br 4.777 -5.494 1.984 0.1 -0.1 0.2
H 4.971 -3.735 0.354 0.1 0.7 -0.5
C 6.365 -0.319 2.234 -1.6 -0.6 -2.3
Br 7.288 0.131 0.575 -0.1 0.3 0.6
Br 6.742 -2.111 2.633 0.4 -0.7 0.7
Br 4.397 -0.200 1.890 0.6 0.2 0.2
H 6.506 0.362 3.020 0.7 0.7 0.8
O -0.368 1.580 -0.384 0.3 1.7 -0.5
C -0.600 0.503 0.030 0.2 -2.5 0.7
O -1.767 0.176 0.613 -0.4 -0.2 0.6
C -1.767 -1.168 1.165 -0.4 0.2 -0.6
C -0.484 -1.854 0.671 0.4 -0.1 0.7
C 0.309 -0.737 0.007 0.1 0.6 0.0
H -2.609 -1.711 0.756 -0.4 0.2 -0.2
H -1.964 -1.090 2.244 0.6 0.0 -0.2
H -0.701 -2.640 -0.056 -0.1 0.1 0.3
H 0.016 -2.304 1.546 0.1 0.1 -0.5
H 0.579 -0.910 -1.026 -0.3 -0.3 -0.3
H 1.269 -0.503 0.457 0.0 0.1 0.4
C -4.157 -1.162 -2.867 -0.8 -0.1 -1.3
N -2.940 -0.621 -2.204 -0.5 0.4 -0.3
O -2.864 0.585 -2.126 -0.2 -0.1 0.0
O -2.085 -1.383 -1.825 0.3 -0.7 0.1
H -4.455 -2.166 -2.560 0.5 0.2 0.4
H -3.964 -1.222 -3.965 0.2 0.2 0.9
H -4.978 -0.452 -2.725 0.4 -0.1 0.1
C -0.871 2.782 3.028 -1.4 0.8 1.2
N -1.715 3.500 4.114 1.3 -1.8 -1.2
O -1.869 2.923 5.158 -0.4 0.0 0.8
O -2.100 4.586 3.803 -0.6 1.1 0.1
H -0.578 1.822 3.373 0.2 -0.7 0.5
H -0.045 3.460 2.987 0.5 0.2 -0.9
H -1.553 2.683 2.195 0.4 0.4 -0.5
C -1.274 2.999 -2.902 -0.8 -1.5 0.9
N -1.537 3.129 -4.339 -2.4 1.4 0.8
O -1.681 2.105 -4.939 0.6 -1.1 -1.2
O -1.940 4.230 -4.727 1.1 -0.7 0.0
H -0.861 3.887 -2.518 1.1 0.8 0.3
H -0.845 2.011 -2.631 0.2 1.1 -0.5
H -2.273 2.956 -2.442 0.2 0.0 -0.4
```
Forces are in eV/Å.

=====

No. 3
Entry from the OMol25 dataset: a cluster of 2 separate species, C9H17ClNOP in total (ωB97M-V/def2-TZVPD).

Calculated values
E_HOMO in Eh: -0.34737
E_LUMO in Ha: 0.0237
Total charge: 0
SMILES: NC[C@@H](O)C[PH3]Cl.c1ccccc1
M in g mol⁻¹: 221.67
Gap between HOMO and LUMO in eV: 10.10

XYZ file:
```
30
Properties=species:S:1:pos:R:3:forces:R:3
N 0.664 0.520 2.391 -0.1 0.1 0.1
C 1.121 -0.502 1.452 0.1 -0.1 0.0
C 0.379 -1.859 1.552 -0.1 0.0 -0.1
O 1.187 -2.863 2.162 0.1 0.0 0.2
C -0.920 -1.841 2.348 0.1 0.0 -0.1
P -2.229 -0.696 1.684 0.4 -0.5 0.3
Cl -3.863 0.664 0.799 -0.2 0.3 -0.2
H 0.239 1.311 1.926 0.0 0.0 -0.1
H 1.418 0.888 2.952 0.0 -0.1 0.1
H 2.176 -0.721 1.638 0.0 0.1 0.0
H 1.071 -0.143 0.420 -0.1 0.0 0.0
H 0.145 -2.186 0.526 0.0 0.0 0.0
H 2.056 -2.888 1.747 -0.1 0.0 -0.1
H -1.316 -2.860 2.337 0.0 0.0 0.0
H -0.705 -1.576 3.386 0.0 0.0 0.0
H -2.026 0.333 2.586 0.0 0.2 0.0
H -1.704 -0.609 0.399 0.0 0.0 -0.1
H -3.294 -1.551 1.932 -0.1 0.0 0.0
C -0.506 0.539 -3.208 0.0 0.0 0.0
C 0.610 0.864 -3.966 0.0 0.0 0.0
C 1.586 1.701 -3.443 0.0 0.0 0.0
C 1.444 2.218 -2.162 0.0 0.0 0.0
C 0.327 1.894 -1.406 0.0 0.0 0.0
C -0.647 1.051 -1.925 -0.1 0.0 0.0
H -1.268 -0.114 -3.615 0.0 0.0 0.0
H 0.720 0.465 -4.966 0.0 0.0 0.0
H 2.455 1.956 -4.036 0.0 0.0 0.0
H 2.201 2.878 -1.757 0.0 0.0 0.0
H 0.209 2.310 -0.412 0.0 0.0 0.0
H -1.530 0.816 -1.343 0.0 0.0 0.0
```
Forces are in eV/Å.

=====

No. 4
Entry from the OMol25 dataset: a structure of composition C9H17F9NiS2Si in a non-equilibrium geometry (ωB97M-V/def2-TZVPD).

Calculated values
E_HOMO (spin up / spin down) in Eh: -0.65682 / -0.65504
Spin multiplicity: 3
E_LUMO (spin up / spin down) in Ha: -0.3213 / -0.3885
Total charge: +2
Expectation value of S²: 2.005
M in g mol⁻¹: 447.13
Gap between HOMO and LUMO (spin up / spin down) in eV: 9.13 / 7.25

XYZ file:
```
39
Properties=species:S:1:pos:R:3:forces:R:3
C -2.715 2.106 1.569 0.2 -0.8 0.3
C -1.940 3.305 0.843 -1.2 0.0 -0.4
S -0.546 2.654 -0.222 -1.8 -0.1 -0.2
C -1.442 1.970 -1.722 -0.8 0.8 0.3
Si -0.235 1.120 -2.952 1.2 -0.2 -0.2
C -0.390 -0.793 -3.029 -2.4 -1.5 -0.2
C -0.829 -1.494 -1.658 1.2 -1.1 0.5
C 0.091 -1.055 -0.392 -1.7 -0.1 -0.9
C 0.093 -2.271 0.615 0.0 -0.5 -1.0
C 0.800 -2.100 2.002 -1.7 -2.4 0.9
F 1.660 -3.205 2.234 -1.1 2.7 -0.6
F -0.221 -2.281 2.988 1.7 0.8 -1.6
C 1.481 -0.723 2.364 -1.4 0.8 4.1
F 0.650 0.413 2.179 1.3 -2.6 -0.3
F 1.646 -0.756 3.771 -0.2 -0.1 -3.1
S 3.176 -0.375 1.677 4.4 2.1 1.2
F 3.064 -1.486 0.464 -0.3 1.3 1.6
F 3.890 -1.447 2.735 -1.7 1.2 -2.3
F 3.373 0.795 2.865 -0.4 -1.7 -2.1
F 2.554 0.848 0.700 0.9 -2.1 0.7
F 4.698 -0.019 1.127 -2.7 -0.4 0.6
H -3.173 2.456 2.556 0.8 -0.3 -1.5
H -3.556 1.682 0.930 1.2 0.7 0.7
H -1.993 1.249 1.805 -1.0 1.2 -0.1
H -1.547 4.079 1.576 -0.1 -1.1 -1.1
H -2.674 3.776 0.099 1.2 -0.4 1.1
H -1.853 2.903 -2.257 0.5 -1.2 0.8
H -2.351 1.350 -1.441 1.1 0.8 0.0
H -0.408 1.658 -4.298 -0.3 0.1 -0.1
H 1.163 1.410 -2.556 -0.2 0.1 0.2
H -1.233 -1.016 -3.784 1.1 0.4 0.9
H 0.552 -1.327 -3.463 -0.1 2.1 1.2
H -1.934 -1.400 -1.409 1.4 0.1 -0.6
H -0.634 -2.622 -1.784 -0.5 1.4 0.2
H 1.087 -0.756 -0.833 -1.0 -0.2 1.1
H -0.486 -0.189 0.084 1.3 -0.9 -0.5
H -0.999 -2.584 0.781 1.6 0.6 0.1
H 0.567 -3.174 0.086 -0.4 1.3 0.9
Ni 0.614 -2.701 -4.250 -0.2 -0.9 -0.5
```
Forces are in eV/Å.

=====

No. 5
Entry from the OMol25 dataset: a structure of composition C9H17FNO5PSi2 in a non-equilibrium geometry (ωB97M-V/def2-TZVPD).

Calculated values
E_HOMO in Eh: -0.30944
E_LUMO in Ha: -0.0158
Total charge: 0
M in g mol⁻¹: 325.38
Gap between HOMO and LUMO in eV: 7.99

XYZ file:
```
36
Properties=species:S:1:pos:R:3:forces:R:3
C 3.372 0.361 1.001 0.6 0.5 0.2
C 4.228 0.537 -0.291 -1.3 0.0 0.0
F 5.561 0.172 -0.031 -0.1 0.1 0.0
Si 3.669 -0.574 -1.776 0.6 2.3 0.2
O 2.250 0.040 -2.511 -0.3 -1.8 1.6
Si 0.819 -0.797 -2.126 -0.3 1.4 -0.8
C -0.023 -0.130 -0.514 0.7 0.7 -0.2
O -1.014 -1.036 0.026 -0.4 1.1 -0.5
N -0.544 -2.312 0.096 0.6 -1.0 -0.3
O -1.377 -3.085 -0.180 -0.1 -0.1 0.5
P 3.621 -2.751 -1.314 0.3 -2.4 -0.7
O 5.263 -3.114 -1.027 -2.2 0.7 0.7
O 2.879 -3.080 0.177 1.1 0.6 -0.7
H 2.658 -0.479 0.970 0.3 0.4 0.0
H 4.066 0.166 1.845 -0.4 0.0 -0.5
H 2.852 1.310 1.251 0.1 -0.7 -0.2
H 4.194 1.601 -0.595 0.4 -0.4 0.2
H 4.752 -0.416 -2.773 -0.1 -0.3 0.0
H -0.149 -0.495 -3.203 0.1 0.0 0.0
H 0.939 -2.256 -2.087 0.4 -0.2 0.2
H 0.697 0.243 0.240 -0.5 -0.4 -0.1
H -0.597 0.759 -0.852 0.2 -0.6 0.3
H 5.365 -2.964 -0.075 0.6 0.1 0.1
H 2.049 -2.596 0.255 -0.2 -0.1 0.1
C -4.490 0.661 1.988 0.0 0.1 0.0
C -5.555 1.541 2.139 0.0 0.0 0.0
C -5.689 2.624 1.279 0.0 0.0 0.0
C -4.765 2.821 0.261 0.0 0.0 0.0
C -3.702 1.939 0.107 0.0 0.0 0.1
C -3.562 0.860 0.973 0.0 0.0 0.0
H -4.384 -0.181 2.661 0.0 0.0 0.0
H -6.279 1.384 2.929 0.0 0.0 0.0
H -6.515 3.314 1.401 0.0 0.0 0.0
H -4.872 3.663 -0.413 0.0 0.0 0.0
H -2.983 2.092 -0.688 0.0 0.0 0.0
H -2.732 0.176 0.857 -0.1 0.0 0.0
```
Forces are in eV/Å.

=====

No. 6
Entry from the OMol25 dataset: the ion C9H17N2 with charge +1 in a non-equilibrium geometry (ωB97M-V/def2-TZVPD).

Calculated values
E_HOMO in Eh: -0.49015
E_LUMO in Ha: -0.1283
Total charge: +1
SMILES: C=C=CC[C@](C)(N)[NH+]=C(C)C
M in g mol⁻¹: 153.25
Gap between HOMO and LUMO in eV: 9.85

XYZ file:
```
28
Properties=species:S:1:pos:R:3:forces:R:3
C 2.711 1.554 -0.657 0.5 1.9 -2.2
C 1.653 1.495 0.064 -0.1 0.5 1.6
C 0.646 1.462 0.900 0.9 0.8 2.4
C -0.690 1.682 0.364 -2.1 -1.0 -3.1
C -1.406 0.296 -0.128 -0.5 -0.6 -1.3
C -2.466 0.412 -1.282 -1.7 2.6 4.4
N -1.986 -0.429 0.976 -2.2 0.0 0.9
N -0.305 -0.515 -0.646 0.6 -1.3 -0.7
C 0.653 -1.061 0.056 0.2 -0.3 -1.0
C 1.865 -1.613 -0.644 -3.6 -2.8 1.6
C 0.516 -1.610 1.457 0.4 4.8 1.2
H 3.023 0.635 -1.073 0.8 -0.8 -0.4
H 3.107 2.504 -1.185 -0.6 -1.5 1.5
H 0.837 1.435 2.029 -0.2 0.0 -1.8
H -1.498 2.084 0.945 0.3 0.7 0.8
H -0.591 2.314 -0.581 -0.4 -0.8 1.2
H -2.318 1.165 -1.975 1.1 1.2 -1.8
H -3.426 0.890 -0.744 1.8 -1.5 -1.1
H -2.706 -0.507 -1.706 -0.4 -1.6 -0.7
H -2.880 -1.021 0.779 2.2 1.7 0.1
H -2.226 0.277 1.685 -0.2 -0.8 -0.2
H -0.219 -0.674 -1.657 0.0 0.9 0.5
H 1.505 -2.705 -0.617 1.0 1.0 -0.5
H 2.216 -1.374 -1.578 0.1 1.0 -2.3
H 2.626 -1.588 0.041 2.1 0.1 1.6
H 0.095 -2.540 1.291 -0.8 -2.1 0.1
H -0.307 -0.931 1.997 2.4 -2.0 -0.7
H 1.570 -1.639 1.888 -1.7 -0.1 -0.1
```
Forces are in eV/Å.

=====

No. 7
Entry from the OMol25 dataset: the ion C9H17N2O with charge +1 in a non-equilibrium geometry (ωB97M-V/def2-TZVPD).

Calculated values
E_HOMO (spin up / spin down) in Eh: -0.33512 / -0.50948
Spin multiplicity: 3
E_LUMO (spin up / spin down) in Ha: -0.1020 / -0.1923
Total charge: +1
Expectation value of S²: 2.007
M in g mol⁻¹: 169.25
Gap between HOMO and LUMO (spin up / spin down) in eV: 6.34 / 8.63

XYZ file:
```
29
Properties=species:S:1:pos:R:3:forces:R:3
C 1.986 -0.572 -0.122 1.9 -1.2 -0.4
C 0.753 0.206 0.125 0.5 0.8 0.7
C -2.428 0.333 -1.188 -0.4 -0.5 0.9
C -2.085 -0.297 -0.054 0.5 -2.0 -1.6
C 1.391 0.420 -2.157 1.4 -0.6 -1.2
C 2.705 -1.538 0.765 -0.9 0.3 -1.8
C -2.298 0.347 2.368 0.4 -0.6 1.2
C 0.041 0.355 1.398 -1.1 -0.3 -1.1
C -1.468 0.471 1.041 -1.5 2.2 2.5
N 2.462 -0.248 -1.393 -3.6 1.3 0.2
N 0.477 0.955 -1.080 -1.1 -0.5 0.0
O 0.585 -0.468 -2.883 0.1 -1.4 0.8
H -2.926 -0.134 -1.991 -0.3 -0.8 -0.8
H -2.399 1.394 -1.306 0.2 0.8 0.3
H -2.191 -1.447 -0.049 0.2 1.9 0.4
H 1.800 1.256 -2.885 -1.1 -1.7 1.6
H 2.121 -1.583 1.697 0.8 -0.7 -0.2
H 3.717 -1.195 0.857 0.7 0.3 0.9
H 2.864 -2.474 0.159 -0.7 0.2 1.1
H -2.598 1.309 2.742 -0.3 0.7 -0.3
H -1.785 -0.033 3.312 -0.2 -0.3 -1.6
H -3.215 -0.213 2.191 0.1 -0.1 0.2
H 0.288 -0.573 1.900 -0.4 -0.4 0.4
H 0.196 1.116 2.184 0.6 0.3 -0.7
H -1.755 1.553 0.782 1.2 -1.2 0.0
H 3.385 -0.229 -1.710 1.5 0.0 -0.4
H -0.532 0.673 -1.303 0.7 0.4 -0.3
H 0.478 1.958 -1.032 0.3 0.9 0.3
H 0.430 -1.342 -2.367 0.7 2.1 -1.1
```
Forces are in eV/Å.

=====

No. 8
Entry from the OMol25 dataset: the ion C9H17N2O4 with charge +1 in a non-equilibrium geometry (ωB97M-V/def2-TZVPD).

Calculated values
E_HOMO (spin up / spin down) in Eh: -0.40120 / -0.40114
E_LUMO (spin up / spin down) in Ha: -0.1213 / -0.1214
Total charge: +1
M in g mol⁻¹: 217.24
Gap between HOMO and LUMO (spin up / spin down) in eV: 7.62 / 7.61

XYZ file:
```
32
Properties=species:S:1:pos:R:3:forces:R:3
C 0.055 -2.836 0.956 -1.2 -0.4 -0.7
C 1.287 -0.854 0.711 -3.4 0.5 2.1
C 1.660 0.882 -0.720 -0.2 2.3 0.2
C -2.865 1.074 -0.752 0.4 0.8 -0.9
C -2.225 1.336 1.678 -2.5 -0.8 0.8
C 2.251 -3.052 0.216 -0.6 1.0 0.1
C 3.924 1.363 -1.079 2.6 0.9 -0.8
C -0.621 0.508 -0.057 4.2 1.6 0.4
C -1.792 1.527 0.201 0.4 -2.3 3.9
N 0.467 1.407 -0.510 -0.8 0.2 -0.5
N 1.076 -2.206 0.483 0.0 -0.8 1.1
O 0.095 -0.154 1.057 0.0 -0.5 0.6
O 2.031 -0.242 -0.226 1.2 0.3 -2.3
O -1.334 2.873 0.143 -0.3 0.5 -0.6
O 2.551 1.615 -1.347 -0.9 -0.8 0.1
H 0.149 -3.890 1.233 -0.3 0.5 -0.4
H -0.868 -2.285 0.965 -0.2 -0.1 0.7
H -2.366 1.205 -1.755 -1.3 0.0 0.5
H -3.101 -0.012 -0.631 0.2 1.0 0.1
H -3.741 1.715 -0.554 0.1 -0.4 -0.7
H -1.586 1.752 2.530 -0.5 -0.7 -1.6
H -2.506 0.246 1.875 0.8 1.3 -0.1
H -3.264 1.816 1.734 1.4 -0.2 0.2
H 2.244 -3.137 -0.888 0.6 -0.6 0.8
H 2.050 -3.948 0.840 0.9 0.3 -1.0
H 3.026 -2.407 0.617 0.9 -0.7 -0.3
H 4.483 2.120 -1.724 -0.8 -1.7 0.0
H 4.300 0.266 -1.195 -0.9 2.2 0.2
H 4.164 1.880 -0.149 -0.1 -1.0 0.7
H -0.759 -0.290 -0.755 -0.8 -0.1 -0.8
H 0.178 2.419 -0.206 1.0 -1.4 -1.2
H -1.560 3.382 0.956 0.1 -0.8 -0.8
```
Forces are in eV/Å.